(1)
{"formula": "C5H11NO", "method": "ωB97M-V/def2-TZVPD", "smiles": "C=CC/C=C/N.O", "homo_lumo_gap_ev": 7.816, "lumo_ha": 0.020, "homo_energy_ha": -0.2675, "e_above_lowest_kj_mol": 366.96, "elements": ["C", "C", "C", "C", "C", "N", "H", "H", "H", "H", "H", "H", "H", "H", "H", "O", "H", "H"], "positions_angstrom": [[1.40, 0.60, 2.92], [1.17, -0.11, 1.85], [1.90, 0.23, 0.54], [1.00, -0.01, -0.65], [-0.34, -0.28, -0.61], [-1.03, -0.90, -1.59], [1.43, 0.12, 4.02], [1.74, 1.68, 2.77], [0.82, -1.14, 1.92], [2.37, 1.20, 0.43], [2.71, -0.51, 0.63], [1.49, 0.32, -1.63], [-0.99, 0.20, 0.15], [-2.04, -1.02, -1.45], [-0.76, -0.72, -2.51], [-3.68, 0.03, -1.87], [-3.82, -0.58, -2.64], [-3.37, 0.90, -2.28]], "mulliken_charge": [-0.504, -0.449, -0.401, -0.475, -0.127, -0.462, 0.190, 0.220, 0.342, 0.378, 0.231, 0.201, 0.366, 0.304, 0.209, -0.710, 0.341, 0.347]}

---

(2)
{"formula": "C28H27FeN4O4PS", "method": "ωB97M-V/def2-TZVPD", "charge": -1, "homo_lumo_gap_ev": [7.145, 7.023], "s2": 1.10, "lumo_ha": [0.102, 0.102], "homo_energy_ha": [-0.1609, -0.1565], "multiplicity": 2, "e_above_lowest_kj_mol": 28.19, "elements": ["Fe", "C", "C", "N", "O", "C", "C", "N", "O", "H", "H", "H", "H", "H", "H", "H", "S", "C", "C", "C", "C", "C", "C", "H", "H", "H", "H", "H", "N", "P", "C", "C", "C", "C", "C", "C", "C", "C", "C", "C", "C", "C", "C", "C", "C", "C", "C", "C", "H", "H", "H", "H", "H", "H", "H", "H", "H", "H", "H", "H", "H", "H", "H", "O", "N", "O"], "positions_angstrom": [[-0.40, 0.39, 1.61], [0.04, 1.93, 6.67], [0.08, 1.34, 5.30], [1.08, 0.75, 4.78], [2.15, 0.64, 5.65], [-1.13, 1.48, 4.42], [-2.16, 2.52, 4.75], [-1.22, 0.76, 3.37], [-2.12, 1.01, 2.43], [1.02, 1.87, 7.14], [-0.68, 1.40, 7.30], [-0.26, 2.98, 6.62], [2.81, 0.22, 5.08], [-2.44, 2.50, 5.80], [-3.04, 2.35, 4.13], [-1.77, 3.51, 4.52], [1.00, -1.33, 1.87], [0.13, -2.67, 1.12], [0.75, -3.42, 0.12], [0.11, -4.52, -0.45], [-1.17, -4.88, -0.03], [-1.80, -4.13, 0.95], [-1.16, -3.04, 1.52], [1.73, -3.13, -0.22], [0.60, -5.09, -1.23], [-1.67, -5.73, -0.47], [-2.80, -4.39, 1.28], [-1.65, -2.45, 2.29], [-0.85, 0.11, -0.08], [-0.13, 0.24, -1.45], [1.06, -1.04, -1.97], [0.72, -2.02, -2.90], [1.60, -3.05, -3.20], [2.84, -3.11, -2.56], [3.18, -2.15, -1.62], [2.29, -1.12, -1.32], [0.73, 1.81, -1.76], [1.87, 1.93, -2.55], [2.46, 3.17, -2.75], [1.92, 4.30, -2.14], [0.79, 4.19, -1.34], [0.20, 2.95, -1.15], [-1.40, 0.18, -2.75], [-1.13, 0.53, -4.08], [-2.14, 0.50, -5.03], [-3.43, 0.12, -4.66], [-3.70, -0.22, -3.34], [-2.69, -0.19, -2.39], [-0.24, -1.99, -3.39], [1.33, -3.81, -3.92], [3.52, -3.92, -2.79], [4.13, -2.20, -1.11], [2.56, -0.39, -0.57], [2.30, 1.05, -3.01], [3.35, 3.26, -3.36], [2.39, 5.26, -2.28], [0.38, 5.06, -0.85], [-0.66, 2.84, -0.50], [-0.13, 0.83, -4.36], [-1.93, 0.78, -6.05], [-4.22, 0.10, -5.40], [-4.70, -0.51, -3.05], [-2.87, -0.44, -1.35], [2.41, 1.56, 1.21], [1.69, 2.42, 1.65], [0.46, 2.07, 1.86]], "mulliken_charge": [0.176, -1.365, 0.303, 0.148, -0.531, 0.769, -1.481, 0.268, -0.657, 0.401, 0.297, 0.316, 0.366, 0.362, 0.400, 0.288, -0.472, 0.478, -0.501, -0.528, -0.527, -0.592, -0.329, 0.595, 0.385, 0.367, 0.377, 0.316, -0.592, 2.118, 0.559, -0.771, -0.834, -0.306, -0.802, -0.370, 0.637, -0.248, -0.758, -0.436, -0.685, -0.583, -0.364, -0.133, -0.707, -0.394, -0.655, -0.476, 0.364, 0.407, 0.342, 0.387, 0.385, 0.387, 0.389, 0.376, 0.386, 0.329, 0.385, 0.382, 0.370, 0.383, 0.423, -0.354, -0.019, -0.154]}

---

(3)
{"formula": "C24H27ClN2O5S", "method": "ωB97M-V/def2-TZVPD", "smiles": "O=C(COC(=O)/C=C/c1ccc(S(=O)(=O)N2CCCCCC2)cc1)NCc1ccccc1Cl", "homo_lumo_gap_ev": 8.462, "lumo_ha": -0.030, "homo_energy_ha": -0.3413, "e_above_lowest_kj_mol": 0.00, "elements": ["O", "C", "C", "O", "C", "O", "C", "C", "C", "C", "C", "C", "S", "O", "O", "N", "C", "C", "C", "C", "C", "C", "C", "C", "N", "C", "C", "C", "C", "C", "C", "C", "Cl", "H", "H", "H", "H", "H", "H", "H", "H", "H", "H", "H", "H", "H", "H", "H", "H", "H", "H", "H", "H", "H", "H", "H", "H", "H", "H", "H"], "positions_angstrom": [[-7.43, -2.00, -0.28], [-6.40, -2.02, 0.35], [-5.67, -3.34, 0.64], [-4.29, -3.17, 0.97], [-3.48, -2.83, -0.06], [-3.87, -2.67, -1.19], [-2.09, -2.67, 0.40], [-1.14, -2.34, -0.48], [0.27, -2.16, -0.21], [1.16, -2.09, -1.28], [2.52, -1.93, -1.07], [3.00, -1.83, 0.22], [4.75, -1.53, 0.50], [5.05, -1.88, 1.86], [5.49, -2.13, -0.56], [4.90, 0.12, 0.36], [4.26, 0.87, 1.41], [4.84, 2.28, 1.58], [4.46, 3.22, 0.45], [5.39, 3.17, -0.77], [5.91, 1.78, -1.14], [4.88, 0.66, -0.98], [2.14, -1.88, 1.31], [0.78, -2.05, 1.09], [-5.81, -0.94, 0.89], [-6.26, 0.41, 0.63], [-5.22, 1.20, -0.12], [-4.49, 0.61, -1.14], [-3.51, 1.31, -1.83], [-3.26, 2.63, -1.51], [-3.98, 3.25, -0.50], [-4.95, 2.53, 0.18], [-5.83, 3.35, 1.43], [-5.77, -3.98, -0.25], [-6.12, -3.83, 1.50], [-1.92, -2.85, 1.45], [-1.44, -2.22, -1.51], [0.78, -2.17, -2.29], [3.22, -1.90, -1.89], [3.18, 0.96, 1.22], [4.41, 0.29, 2.32], [4.45, 2.67, 2.52], [5.93, 2.21, 1.68], [3.44, 2.99, 0.14], [4.45, 4.25, 0.82], [4.86, 3.60, -1.62], [6.26, 3.81, -0.58], [6.25, 1.80, -2.17], [6.76, 1.51, -0.52], [5.16, -0.18, -1.63], [3.87, 1.00, -1.25], [2.55, -1.81, 2.30], [0.11, -2.09, 1.94], [-4.95, -1.05, 1.40], [-7.17, 0.32, 0.03], [-6.51, 0.90, 1.57], [-4.69, -0.42, -1.40], [-2.96, 0.82, -2.62], [-2.50, 3.18, -2.04], [-3.79, 4.28, -0.25]], "mulliken_charge": [-0.664, 0.684, -0.425, -0.457, 0.500, -0.635, -0.855, 0.007, 1.215, -0.749, -0.595, -0.052, 1.259, -0.715, -0.715, 0.203, -0.576, -0.934, -0.651, -0.652, -1.125, -0.466, -0.484, -0.780, -0.133, -1.085, 0.122, -0.052, -0.866, -0.441, -0.560, 0.513, -0.249, 0.321, 0.336, 0.418, 0.377, 0.413, 0.473, 0.352, 0.461, 0.384, 0.346, 0.305, 0.384, 0.320, 0.340, 0.419, 0.311, 0.541, 0.288, 0.502, 0.294, 0.247, 0.302, 0.533, 0.517, 0.422, 0.386, 0.417]}

---

(4)
{"formula": "C25H43N7O4S", "method": "ωB97M-V/def2-TZVPD", "homo_lumo_gap_ev": 10.454, "lumo_ha": -0.006, "homo_energy_ha": -0.3904, "e_above_lowest_kj_mol": 475.52, "elements": ["N", "C", "O", "O", "S", "O", "O", "H", "C", "C", "C", "C", "N", "H", "H", "H", "H", "H", "H", "H", "C", "C", "C", "C", "N", "H", "H", "H", "H", "H", "H", "H", "C", "C", "C", "C", "N", "H", "H", "H", "H", "H", "H", "H", "C", "C", "C", "C", "N", "H", "H", "H", "H", "H", "H", "H", "C", "C", "C", "C", "N", "H", "H", "H", "H", "H", "H", "H", "C", "C", "C", "C", "N", "H", "H", "H", "H", "H", "H", "H"], "positions_angstrom": [[4.73, -2.54, 2.81], [4.21, -3.64, 2.83], [3.27, -4.66, 3.24], [2.72, -5.21, 2.11], [1.19, -4.51, 1.86], [1.44, -3.22, 1.12], [0.45, -4.09, 3.34], [0.29, -3.10, 3.27], [1.09, -2.04, -4.09], [2.23, -2.64, -3.28], [1.94, -4.07, -2.82], [0.72, -4.09, -1.94], [-0.24, -4.11, -1.25], [0.17, -1.96, -3.50], [1.35, -1.03, -4.42], [0.87, -2.64, -4.98], [2.43, -2.01, -2.41], [3.14, -2.64, -3.89], [2.80, -4.47, -2.26], [1.77, -4.73, -3.68], [-3.15, -0.90, 5.62], [-3.91, -1.89, 4.75], [-2.99, -2.77, 3.90], [-2.17, -1.91, 2.98], [-1.52, -1.21, 2.24], [-2.58, -0.19, 5.02], [-3.85, -0.32, 6.23], [-2.47, -1.42, 6.30], [-4.60, -1.34, 4.09], [-4.52, -2.53, 5.39], [-3.58, -3.47, 3.30], [-2.32, -3.35, 4.54], [1.73, 3.05, -5.20], [2.96, 2.64, -4.40], [4.03, 1.98, -5.27], [3.48, 0.73, -5.90], [3.05, -0.26, -6.39], [1.23, 2.18, -5.64], [1.00, 3.54, -4.55], [1.99, 3.74, -6.00], [2.66, 1.96, -3.60], [3.39, 3.53, -3.93], [4.90, 1.71, -4.66], [4.37, 2.66, -6.06], [-8.51, -1.09, 5.15], [-8.44, -0.59, 6.59], [-7.03, -0.67, 7.18], [-6.57, -2.10, 7.19], [-6.20, -3.24, 7.21], [-8.24, -2.15, 5.08], [-9.53, -0.99, 4.76], [-7.84, -0.52, 4.50], [-9.14, -1.17, 7.20], [-8.78, 0.45, 6.61], [-7.03, -0.28, 8.20], [-6.33, -0.07, 6.59], [1.77, 1.07, 4.01], [2.91, 0.46, 4.82], [2.62, -0.97, 5.27], [1.39, -1.00, 6.14], [0.42, -1.02, 6.82], [0.85, 1.15, 4.59], [2.03, 2.08, 3.69], [1.56, 0.47, 3.12], [3.09, 1.09, 5.70], [3.82, 0.47, 4.22], [3.46, -1.37, 5.84], [2.46, -1.62, 4.41], [2.09, 6.00, -10.35], [2.16, 6.52, -8.92], [3.57, 6.43, -8.32], [4.03, 5.00, -8.30], [4.39, 3.87, -8.28], [2.35, 4.94, -10.41], [1.08, 6.11, -10.74], [2.77, 6.56, -11.00], [1.46, 5.95, -8.30], [1.83, 7.56, -8.90], [3.57, 6.83, -7.30], [4.27, 7.03, -8.91]], "mulliken_charge": [-0.420, 0.512, -0.120, -0.174, 0.752, -0.462, -0.424, 0.253, -0.912, -0.394, -0.326, 0.217, -0.503, 0.401, 0.043, 0.296, 0.279, 0.290, 0.285, 0.332, -1.092, -0.120, -0.299, 0.114, -0.518, 0.404, 0.239, 0.286, 0.233, 0.091, 0.381, 0.289, -0.903, -0.498, -0.150, 0.272, -0.500, 0.341, 0.344, 0.076, 0.291, 0.327, 0.308, 0.103, -1.121, -0.508, -0.177, 0.286, -0.543, 0.358, 0.334, 0.278, 0.302, 0.322, 0.343, 0.169, -1.099, -0.537, 0.319, 0.167, -0.519, 0.315, 0.345, 0.264, 0.301, 0.355, 0.348, -0.261, -1.153, -0.383, -0.346, 0.238, -0.508, 0.359, 0.326, 0.301, 0.249, 0.321, 0.266, 0.346]}

---

(5)
{"formula": "C26H26Br2N4O3PtS", "method": "ωB97M-V/def2-TZVPD", "homo_lumo_gap_ev": 6.681, "lumo_ha": -0.016, "homo_energy_ha": -0.2616, "e_above_lowest_kj_mol": 81.76, "elements": ["Pt", "C", "C", "C", "C", "C", "C", "Br", "C", "C", "Br", "C", "O", "C", "N", "H", "H", "H", "H", "H", "H", "C", "O", "H", "H", "H", "C", "C", "N", "C", "C", "C", "C", "C", "C", "C", "C", "N", "C", "N", "H", "H", "H", "H", "H", "H", "H", "H", "H", "O", "S", "C", "C", "C", "C", "H", "H", "H", "H", "H", "H", "H", "H"], "positions_angstrom": [[-0.42, -0.27, 0.26], [-3.87, -0.69, 0.24], [-3.45, 0.74, 0.13], [-4.39, 1.79, 0.26], [-3.99, 3.09, 0.19], [-2.63, 3.40, -0.04], [-2.09, 4.70, -0.16], [-3.19, 6.23, 0.13], [-0.79, 4.88, -0.50], [0.04, 3.77, -0.73], [1.82, 4.08, -1.31], [-0.39, 2.46, -0.57], [0.34, 1.41, -0.77], [-1.76, 2.31, -0.20], [-2.18, 1.02, -0.08], [-4.95, -0.78, 0.33], [-3.38, -1.13, 1.11], [-3.53, -1.25, -0.64], [-5.43, 1.54, 0.39], [-4.71, 3.89, 0.28], [-0.38, 5.88, -0.62], [-1.51, -2.85, 1.20], [-1.35, -1.49, 1.48], [-2.09, -3.30, 2.01], [-0.56, -3.40, 1.14], [-2.05, -3.04, 0.26], [1.38, -2.46, -3.17], [0.47, -1.87, -2.31], [0.49, -2.08, -0.99], [1.39, -2.91, -0.49], [2.32, -3.60, -1.27], [2.33, -3.32, -2.63], [3.33, -4.50, -0.69], [3.19, -5.50, 0.18], [1.96, -6.13, 0.71], [2.07, -7.13, 1.67], [0.90, -7.72, 2.12], [-0.29, -7.37, 1.65], [-0.29, -6.42, 0.72], [0.76, -5.77, 0.24], [1.35, -2.25, -4.23], [-0.30, -1.20, -2.68], [1.40, -3.02, 0.59], [3.06, -3.79, -3.28], [4.34, -4.31, -1.04], [4.10, -5.99, 0.51], [3.04, -7.44, 2.04], [0.92, -8.49, 2.88], [-1.26, -6.13, 0.32], [2.03, -0.28, 0.87], [2.98, 0.23, -0.19], [4.33, -1.01, -0.23], [5.63, -0.25, -0.05], [5.34, 0.75, 1.07], [4.06, 1.45, 0.64], [4.26, -1.58, -1.15], [4.12, -1.66, 0.62], [5.89, 0.28, -0.97], [6.46, -0.92, 0.19], [6.16, 1.46, 1.21], [5.18, 0.21, 2.01], [4.26, 2.22, -0.11], [3.48, 1.88, 1.45]], "mulliken_charge": [1.406, -1.229, 0.904, -0.883, -0.726, 1.155, -0.202, -0.245, -0.452, -0.127, -0.211, 0.246, -0.732, 0.135, -0.447, 0.439, 0.160, 0.239, 0.376, 0.356, 0.422, -0.369, -0.652, 0.416, -0.026, 0.211, -0.886, -0.291, -0.301, -0.004, -0.044, -0.285, -0.879, -0.798, 1.069, -0.670, -0.176, -0.602, -0.144, -0.321, 0.446, 0.381, 0.925, 0.486, 0.407, 0.290, 0.359, 0.384, 0.466, -0.730, 0.822, -0.444, -0.756, -0.648, -0.779, 0.276, 0.228, 0.304, 0.364, 0.376, 0.301, 0.356, 0.354]}

---

(6)
{"formula": "C2H2FNO2", "method": "ωB97M-V/def2-TZVPD", "homo_lumo_gap_ev": 10.816, "lumo_ha": 0.019, "homo_energy_ha": -0.3781, "e_above_lowest_kj_mol": 398.26, "elements": ["C", "C", "N", "O", "O", "F", "H", "H"], "positions_angstrom": [[0.70, 0.80, -1.06], [-0.50, -0.82, 0.04], [0.22, -0.42, 1.00], [1.75, 0.46, -1.38], [0.01, 0.81, 1.43], [-0.33, -2.06, -0.39], [-0.55, 1.30, 0.92], [-1.30, -0.07, -0.55]], "mulliken_charge": [0.149, 0.029, -0.166, -0.200, -0.255, -0.219, 0.329, 0.335]}

---

(7)
{"formula": "C3H10N2O3", "method": "ωB97M-V/def2-TZVPD", "smiles": "NC(=O)[C@@H](N)CO.O", "homo_lumo_gap_ev": 9.899, "lumo_ha": 0.019, "homo_energy_ha": -0.3445, "e_above_lowest_kj_mol": 202.70, "elements": ["N", "C", "O", "C", "N", "C", "O", "H", "H", "H", "H", "H", "H", "H", "H", "O", "H", "H"], "positions_angstrom": [[-0.02, 0.65, -2.24], [-0.20, 0.05, -1.00], [-0.46, -1.12, -0.87], [-0.15, 1.01, 0.17], [-1.64, 1.47, 0.47], [0.44, 0.23, 1.33], [-0.01, 0.76, 2.55], [0.25, 0.06, -3.07], [0.53, 1.49, -2.30], [0.55, 1.95, -0.14], [-2.22, 0.67, 0.56], [-1.69, 2.31, 0.99], [1.60, 0.14, 1.39], [0.01, -0.67, 1.31], [0.64, 1.04, 3.19], [0.58, -3.60, -0.79], [0.31, -2.63, -0.74], [1.47, -3.81, -0.82]], "mulliken_charge": [-0.457, 0.325, -0.700, 0.225, -0.579, -0.464, -0.536, 0.292, 0.259, 0.261, 0.230, 0.207, 0.315, 0.236, 0.314, -0.697, 0.501, 0.268]}